[1]
The following is a DFT calculation (ωB97M-V with the def2-TZVPD basis set) of a molecular structure, C16H27AlBNO6.

The calculation puts the orbital gap at 0.09321 hartree. The calculation puts the HOMO energy at -0.5510 hartree. The total charge is +2.

Last column: natural (NBO) charge in e.
Cartesian coordinates (Å):
Al (-4.023, 1.473, 1.686)  0.972
B (-0.982, 0.799, 1.670)  -0.622
H (-0.988, 1.960, 1.774)  0.083
H (-1.678, 0.400, 0.828)  -0.009
H (0.089, 0.408, 1.553)  -0.125
H (-1.470, 0.414, 2.667)  0.063
O (-2.355, 3.390, -0.001)  -0.590
C (-2.010, 3.535, -1.157)  0.816
O (-2.567, 4.391, -1.991)  -0.444
C (-1.861, 4.434, -3.275)  -0.073
C (-1.045, 3.188, -3.267)  -0.445
C (-0.815, 2.855, -1.802)  -0.524
H (-1.270, 5.340, -3.394)  0.211
H (-2.602, 4.386, -4.069)  0.218
H (-0.105, 3.316, -3.813)  0.238
H (-1.518, 2.380, -3.831)  0.222
H (0.122, 3.296, -1.462)  0.248
H (-0.820, 1.781, -1.623)  0.235
O (-3.852, -1.442, 1.147)  -0.636
C (-3.550, -2.413, 0.507)  0.824
O (-4.463, -3.327, 0.164)  -0.456
C (-3.915, -4.438, -0.543)  -0.072
C (-2.398, -4.254, -0.367)  -0.435
C (-2.187, -2.780, -0.054)  -0.533
H (-4.135, -4.395, -1.613)  0.190
H (-4.235, -5.438, -0.261)  0.220
H (-1.872, -4.648, -1.236)  0.231
H (-2.097, -4.849, 0.499)  0.211
H (-2.034, -2.212, -0.969)  0.246
H (-1.536, -2.616, 0.803)  0.227
O (3.519, 3.328, -0.550)  -0.479
C (3.281, 2.183, -0.767)  0.779
O (3.725, 1.525, -1.857)  -0.447
C (3.469, 0.111, -1.742)  -0.093
C (2.661, -0.103, -0.480)  -0.433
C (2.434, 1.296, 0.131)  -0.520
H (4.466, -0.334, -1.838)  0.221
H (3.000, -0.325, -2.628)  0.213
H (3.232, -0.699, 0.251)  0.198
H (1.687, -0.543, -0.696)  0.228
H (2.806, 1.305, 1.155)  0.222
H (1.404, 1.646, 0.156)  0.270
N (1.726, -0.923, 2.550)  -0.553
C (2.433, -0.526, 3.685)  0.351
C (3.468, -1.459, 3.951)  -0.265
C (3.291, -2.454, 3.039)  -0.100
C (2.331, -1.998, 2.050)  0.279
H (0.971, -0.324, 2.100)  0.492
H (2.253, 0.458, 4.102)  0.277
H (4.257, -1.278, 4.664)  0.303
H (3.867, -3.368, 2.982)  0.289
H (1.891, -2.452, 1.173)  0.278

=====

[2]
The following is a DFT calculation (ωB97M-V with the def2-TZVPD basis set) of a gas-phase ion, C5H12FIN (charge +1).

The calculation puts the orbital gap at 0.33851 hartree. The calculation puts the HOMO energy at -0.5012 hartree. The SMILES is CC(C)([NH3+])[C@@](C)(F)I. The total charge is +1.

Last column: natural (NBO) charge in e.
Cartesian coordinates (Å):
C (-1.457, 0.931, 0.362)  -0.630
C (-0.240, -0.082, 0.313)  0.028
C (-0.742, -1.394, -0.176)  -0.643
N (0.172, -0.314, 1.746)  -0.683
C (0.975, 0.570, -0.444)  0.406
C (1.083, 0.260, -1.888)  -0.727
F (0.783, 2.001, -0.393)  -0.397
I (3.150, 0.511, 0.536)  0.095
H (-1.802, 0.965, -0.648)  0.248
H (-2.275, 0.579, 1.028)  0.236
H (-1.085, 1.956, 0.709)  0.256
H (-0.015, -2.218, 0.101)  0.229
H (-0.968, -1.396, -1.175)  0.248
H (-1.589, -1.825, 0.399)  0.246
H (-0.245, 0.455, 2.221)  0.445
H (1.198, -0.449, 1.893)  0.457
H (-0.233, -1.106, 2.096)  0.424
H (1.526, 1.148, -2.382)  0.277
H (1.688, -0.658, -2.038)  0.257
H (0.075, 0.067, -2.258)  0.229

=====

[3]
The following is a DFT calculation (ωB97M-V with the def2-TZVPD basis set) of C6H9N in the gas phase.

The calculation puts the orbital gap at 0.37923 hartree. The calculation puts the HOMO energy at -0.3446 hartree. The SMILES is CC#CC[C@H]1CN1. The total charge is 0.

Last column: natural (NBO) charge in e.
Cartesian coordinates (Å):
C (-0.545, 2.011, 1.946)  -0.681
C (-1.110, 1.028, 1.021)  -0.007
C (-1.421, 0.207, 0.191)  -0.016
C (-1.130, -0.653, -0.974)  -0.471
C (0.354, -0.303, -1.134)  -0.065
C (1.327, -1.041, -0.315)  -0.268
N (1.384, -1.103, -1.783)  -0.585
H (0.402, 1.631, 2.351)  0.233
H (-1.210, 2.236, 2.782)  0.236
H (-0.322, 2.945, 1.417)  0.233
H (-1.757, -0.402, -1.837)  0.231
H (-1.283, -1.717, -0.753)  0.232
H (0.481, 0.776, -1.199)  0.193
H (0.997, -1.975, 0.133)  0.195
H (2.070, -0.500, 0.265)  0.192
H (2.098, -0.449, -2.102)  0.349

=====

[4]
The following is a DFT calculation (ωB97M-V with the def2-TZVPD basis set) of C4H4FN in the gas phase.

The calculation puts the orbital gap at 0.40098 hartree. The calculation puts the HOMO energy at -0.3873 hartree. The SMILES is C=C(C#N)CF. The total charge is 0.

Last column: natural (NBO) charge in e.
Cartesian coordinates (Å):
C (-0.260, 1.491, -0.007)  -0.273
C (0.153, 0.221, 0.031)  -0.196
C (1.506, -0.156, 0.054)  0.249
N (2.611, -0.392, -0.048)  -0.276
C (-0.857, -0.882, -0.001)  0.046
F (-2.121, -0.271, -0.019)  -0.363
H (-1.298, 1.822, -0.070)  0.229
H (0.430, 2.314, 0.022)  0.208
H (-0.769, -1.557, -0.843)  0.191
H (-0.808, -1.433, 0.940)  0.185

=====

[5]
The following is a DFT calculation (ωB97M-V with the def2-TZVPD basis set) of C6H8S2 in the gas phase.

The calculation puts the orbital gap at 0.33670 hartree. The calculation puts the HOMO energy at -0.3114 hartree. The SMILES is C#CC1(C)SCCS1. The total charge is 0.

Last column: natural (NBO) charge in e.
Cartesian coordinates (Å):
C (-2.322, -0.379, 1.313)  -0.275
C (-1.545, 0.030, 0.493)  -0.042
C (-0.445, 0.207, -0.633)  -0.334
C (-1.089, 0.303, -1.997)  -0.626
S (0.646, 1.578, -0.227)  0.260
C (1.937, 0.633, 0.617)  -0.536
C (1.376, -0.754, 1.020)  -0.517
S (0.331, -1.454, -0.343)  0.231
H (-3.006, -0.541, 2.123)  0.240
H (-0.425, 0.065, -2.755)  0.228
H (-1.201, 1.324, -2.292)  0.227
H (-1.927, -0.277, -1.889)  0.230
H (2.192, 1.084, 1.512)  0.227
H (2.802, 0.571, -0.084)  0.228
H (1.930, -1.627, 1.267)  0.239
H (0.747, -0.763, 1.874)  0.220

=====

[6]
The following is a DFT calculation (ωB97M-V with the def2-TZVPD basis set) of C5H9NO in the gas phase.

The calculation puts the orbital gap (spin up / spin down) at 0.27703 / 0.29881 hartree. The calculation puts the HOMO energy (spin up / spin down) at -0.2572 / -0.2698 hartree. The total charge is 0.

Last column: natural (NBO) charge in e.
Cartesian coordinates (Å):
C (-1.742, -1.103, -0.487)  -0.624
C (-0.784, 0.002, -0.117)  0.176
C (-0.606, 0.263, 1.360)  -0.640
C (2.464, 0.235, -0.200)  -0.255
N (1.475, 0.861, -0.805)  -0.450
C (0.221, 0.392, -1.094)  0.194
O (-0.902, 1.218, -0.906)  -0.503
H (-2.761, -0.871, -0.161)  0.212
H (-1.432, -2.038, -0.005)  0.212
H (-1.735, -1.255, -1.569)  0.229
H (-0.212, -0.624, 1.872)  0.213
H (-1.572, 0.510, 1.817)  0.221
H (0.081, 1.095, 1.533)  0.224
H (2.232, -0.688, 0.315)  0.188
H (3.484, 0.541, -0.383)  0.190
H (1.703, 1.733, -1.278)  0.413

=====

[7]
The following is a DFT calculation (ωB97M-V with the def2-TZVPD basis set) of a gas-phase ion, C8H11O (charge +1).

The calculation puts the orbital gap (spin up / spin down) at 0.25815 / 0.26633 hartree. The calculation puts the HOMO energy (spin up / spin down) at -0.3994 / -0.5641 hartree. Its spin multiplicity is 3. The expectation value of S² is 2.01. The total charge is +1.

Last column: natural (NBO) charge in e.
Cartesian coordinates (Å):
C (-0.323, 1.703, 0.978)  -0.422
C (0.068, -0.524, 0.847)  -0.510
C (-1.096, 0.401, 1.138)  -0.285
C (-1.899, 0.270, -0.122)  -0.035
C (-1.261, 0.961, -1.027)  0.099
C (0.136, 1.472, -0.387)  -0.295
C (0.681, 0.039, -0.383)  0.387
C (1.862, -2.072, -1.024)  -0.254
O (1.571, -0.656, -1.086)  -0.446
H (-1.105, 2.550, 1.051)  0.245
H (0.371, 2.038, 1.770)  0.278
H (0.783, -0.547, 1.735)  0.278
H (-0.294, -1.568, 0.876)  0.247
H (-1.669, 0.114, 1.995)  0.269
H (-3.039, -0.026, -0.112)  0.274
H (-1.450, 0.852, -2.046)  0.230
H (0.765, 2.113, -1.040)  0.295
H (1.973, -2.490, 0.000)  0.203
H (1.105, -2.633, -1.543)  0.203
H (2.821, -1.994, -1.619)  0.238

=====

[8]
The following is a DFT calculation (ωB97M-V with the def2-TZVPD basis set) of 2 unconnected molecules or ions with the total composition H3N4O2.

The calculation puts the orbital gap at 0.28851 hartree. The calculation puts the HOMO energy at -0.1193 hartree. The total charge is -1.

Last column: natural (NBO) charge in e.
Cartesian coordinates (Å):
N (-0.599, 0.151, -0.677)  -0.134
N (1.358, -0.088, 1.340)  -0.240
N (0.723, 0.926, 1.558)  -0.428
N (0.333, -0.680, -0.575)  0.123
O (0.323, -1.719, -1.229)  -0.637
O (-1.487, -0.194, -1.778)  -0.669
H (0.921, 1.830, 1.260)  0.310
H (-0.337, 0.844, 2.057)  0.223
H (-1.235, -1.070, -1.956)  0.452

=====

Let's list relative energy (zero: lowest compared OMol25 entry of this formula, charge and spin) in order: 0.0, 15.5, 327.7, 70.9, 293.1, 429.7, 0.0, 163.2 kJ/mol.